1.
{"formula": "C3H14N2O3", "method": "ωB97M-V/def2-TZVPD", "symbols": ["N", "C", "C", "N", "C", "O", "H", "H", "H", "H", "H", "H", "H", "H", "H", "H", "O", "H", "H", "O", "H", "H"], "xyz": [[-2.7297, 0.4425, 0.8554], [-1.4814, -0.2996, 1.1993], [-0.5041, -0.2694, 0.0524], [-0.0285, 1.1109, -0.2342], [-1.0437, -0.7072, -1.2827], [0.0550, -0.9259, -2.1591], [-3.5000, -0.1549, 0.9779], [-2.8255, 1.2456, 1.4504], [-0.9955, 0.2356, 1.9428], [-1.7052, -1.3038, 1.5214], [0.3434, -0.7876, 0.1287], [-0.8111, 1.6910, -0.3598], [0.5891, 1.5258, 0.5559], [-1.7332, -0.0165, -1.8212], [-1.5209, -1.6943, -1.1522], [0.4181, -0.0352, -2.2912], [2.0982, 0.1049, 2.3196], [2.4421, -0.6866, 1.8816], [2.6916, 0.8855, 2.0689], [2.8095, 0.2637, -1.0030], [1.9956, 0.9060, -1.0581], [2.3928, -0.5680, -1.2679]], "e_homo_ev": -9.5, "e_above_lowest_kj_mol": 115.42, "gap_ev": 10.185, "lumo_energy_ev": 0.6899, "largest_force_ev_per_a": 4.901, "energy_ev": -12459.9617}

---

2.
{"formula": "C15H18Cl2N2OS2", "method": "ωB97M-V/def2-TZVPD", "symbols": ["O", "C", "C", "S", "N", "C", "C", "S", "C", "C", "C", "N", "C", "C", "C", "C", "C", "Cl", "C", "Cl", "C", "C", "H", "H", "H", "H", "H", "H", "H", "H", "H", "H", "H", "H", "H", "H", "H", "H", "H", "H"], "xyz": [[0.5662, -1.1966, -3.5502], [-0.4858, -0.7143, -3.9474], [-0.3766, 0.1024, -5.2355], [-1.7399, 1.3779, -5.3660], [-1.6302, -0.8567, -3.2313], [-1.7082, -1.2428, -1.8167], [-1.2240, -0.1224, -0.8763], [-2.1893, 1.4108, -1.2629], [-1.4939, -0.4281, 0.5847], [-0.8953, -1.7786, 1.1395], [0.5991, -1.9037, 0.9424], [1.3379, -0.6956, 1.2201], [2.1877, -0.1252, 0.2562], [2.7139, 1.0503, 0.7701], [2.1034, 1.2031, 2.0655], [2.1732, 2.2436, 2.9570], [1.5903, 2.1768, 4.1884], [1.8536, 3.5029, 5.2676], [0.8701, 1.0133, 4.5516], [0.2200, 0.8467, 6.1364], [0.7086, -0.0149, 3.6292], [1.3392, 0.0880, 2.3756], [0.5319, 0.6825, -5.1954], [-0.3300, -0.5176, -6.1491], [-1.5473, 2.0674, -4.2165], [-2.3739, -0.2189, -3.5403], [-2.7210, -1.4871, -1.4791], [-1.1381, -2.1429, -1.6883], [-0.1250, 0.0226, -1.0157], [-2.9322, 1.6021, -0.1506], [-2.5650, -0.4889, 0.7735], [-1.1160, 0.3821, 1.2222], [-1.3399, -2.6486, 0.7149], [-1.1628, -1.7970, 2.2075], [0.7758, -2.2119, -0.1222], [0.9629, -2.7211, 1.5846], [2.3533, -0.5026, -0.7342], [3.3524, 1.7606, 0.2763], [2.7589, 3.1555, 2.7810], [0.0961, -0.8730, 3.9333]], "e_homo_ev": -8.2, "e_above_lowest_kj_mol": 0.00, "gap_ev": 8.743, "lumo_energy_ev": 0.4932, "largest_force_ev_per_a": 2.555, "energy_ev": -67590.5777}

---

3.
{"formula": "C25H32BMnO4", "method": "ωB97M-V/def2-TZVPD", "symbols": ["O", "C", "C", "H", "H", "C", "H", "H", "C", "H", "H", "H", "C", "H", "H", "H", "Mn", "C", "C", "C", "H", "C", "C", "H", "H", "H", "H", "C", "C", "C", "H", "C", "C", "H", "H", "H", "H", "O", "C", "C", "H", "H", "C", "H", "H", "C", "H", "H", "H", "H", "O", "B", "O", "C", "C", "C", "C", "C", "C", "H", "H", "H", "H"], "xyz": [[1.1858, 4.6369, -0.3253], [0.5698, 5.1842, -1.5580], [1.2530, 6.5290, -1.5121], [-0.5209, 5.3497, -1.5007], [0.8607, 4.5898, -2.4349], [1.8365, 5.9298, -0.2216], [0.5302, 7.3418, -1.3780], [1.9296, 6.6749, -2.3626], [1.3799, 6.7054, 0.9857], [0.2974, 6.8353, 1.0196], [1.8288, 7.6996, 0.9546], [1.7047, 6.2413, 1.9153], [3.3297, 5.8531, -0.3276], [3.6494, 5.3620, -1.2458], [3.7675, 5.3440, 0.5253], [3.7340, 6.8662, -0.3418], [1.3005, -1.7910, 1.4101], [1.6878, -3.6837, 0.6187], [0.5545, -3.5278, -0.3713], [0.6513, -2.0491, -0.5990], [0.8879, -3.9960, -1.3352], [2.0721, -1.7408, -0.6010], [2.7337, -2.7681, 0.1996], [3.7800, -2.7914, 0.5221], [1.8470, -4.5827, 1.2099], [-0.1042, -1.5430, -1.2015], [2.5205, -0.8755, -1.0909], [0.1134, -2.9190, 2.7255], [1.0503, -2.1431, 3.5145], [0.7388, -0.7629, 3.2992], [1.7620, -2.5361, 4.2457], [-0.3332, -0.6554, 2.3572], [-0.7309, -1.9906, 1.9958], [-1.6131, -2.2562, 1.4279], [-0.0026, -3.9968, 2.7919], [1.2030, 0.0615, 3.8326], [-0.8050, 0.2763, 2.0455], [-1.1989, 2.0232, 0.0136], [0.2583, 1.7699, -0.0498], [0.7501, 1.9672, -1.5038], [0.4943, 0.7200, 0.2656], [0.7340, 2.4559, 0.6613], [-0.5368, 2.5181, -2.1377], [0.9372, 0.9867, -1.9572], [1.6057, 2.6382, -1.6615], [-1.5918, 1.7208, -1.3555], [-0.5574, 2.5450, -3.2318], [-0.6079, 3.5649, -1.7833], [-1.4558, 0.6476, -1.6330], [-2.6301, 2.0441, -1.4909], [-1.1260, -5.2327, 0.6914], [-0.8439, -4.1666, -0.1905], [-1.9779, -3.9546, -1.0374], [-2.7800, -5.0540, -0.8488], [-4.0104, -5.3596, -1.4085], [-4.7767, -6.3624, -0.8038], [-4.2938, -7.0983, 0.2760], [-3.0119, -6.8542, 0.7841], [-2.2707, -5.8309, 0.2149], [-4.3828, -4.8009, -2.2620], [-5.7962, -6.5417, -1.1498], [-4.9505, -7.8273, 0.7630], [-2.6300, -7.3904, 1.6464]], "e_homo_ev": [-5.8, -7.0], "e_above_lowest_kj_mol": 4.22, "gap_ev": [6.383, 7.393], "lumo_energy_ev": [0.5979, 0.3475], "multiplicity": 5, "largest_force_ev_per_a": 2.408, "energy_ev": -66627.2922}

---

4.
{"formula": "CH2O4Ru", "method": "ωB97M-V/def2-TZVPD", "symbols": ["O", "C", "O", "O", "Ru", "H", "O", "H"], "xyz": [[-0.3256, 1.5173, -0.6301], [-1.4517, 0.8289, -0.6493], [-1.7061, 0.3335, 0.5410], [-1.9033, 0.3132, -1.6936], [0.2627, 0.5613, 0.9441], [1.2483, -1.6460, -0.0317], [1.4648, -0.9442, 0.6685], [2.4109, -0.9639, 0.8511]], "charge": 1, "e_homo_ev": [-14.3, -14.6], "gap_ev": [9.162, 5.970], "lumo_energy_ev": [-5.1809, -8.6238], "multiplicity": 6, "largest_force_ev_per_a": 4.279, "energy_ev": -11828.3554}

---

5.
{"formula": "C4H7NO", "method": "ωB97M-V/def2-TZVPD", "symbols": ["C", "C", "C", "N", "H", "H", "H", "H", "H", "C", "O", "H", "H"], "xyz": [[-0.5992, -0.6430, -1.4379], [-0.2114, 0.5452, -1.9006], [0.5776, 1.4398, -1.0981], [1.2114, 2.1520, -0.4387], [-1.1972, -1.3059, -2.0550], [-0.3500, -0.9779, -0.4358], [-0.4760, 0.8958, -2.8933], [0.3942, -2.7597, 1.1228], [0.0397, -2.1881, 1.4451], [0.1596, 0.7158, 1.9258], [-0.7943, -0.0145, 1.7927], [0.0477, 1.7878, 2.1659], [1.1977, 0.3529, 1.8072]], "e_homo_ev": -10.2, "e_above_lowest_kj_mol": 325.45, "gap_ev": 10.632, "lumo_energy_ev": 0.3862, "largest_force_ev_per_a": 1.142, "energy_ev": -7796.2713}

---

6.
{"formula": "CH3NO2S", "method": "ωB97M-V/def2-TZVPD", "symbols": ["C", "N", "O", "O", "S", "H", "H", "H"], "xyz": [[-1.2963, 0.5362, 0.2292], [1.8487, -0.7744, -0.3085], [1.4404, -0.0613, -1.1532], [2.8916, -1.2775, -0.0228], [-0.7506, -0.7820, 1.3390], [-2.3526, 0.8137, 0.2110], [-1.1026, 0.0849, -0.7439], [-0.6785, 1.4603, 0.4491]], "e_homo_ev": [-9.4, -9.0], "e_above_lowest_kj_mol": 443.83, "gap_ev": [7.833, 7.074], "lumo_energy_ev": [-1.5513, -1.8946], "largest_force_ev_per_a": 1.477, "energy_ev": -17500.8700}

---

Repeat the first record exactly.
{"formula": "C3H14N2O3", "method": "ωB97M-V/def2-TZVPD", "symbols": ["N", "C", "C", "N", "C", "O", "H", "H", "H", "H", "H", "H", "H", "H", "H", "H", "O", "H", "H", "O", "H", "H"], "xyz": [[-2.7297, 0.4425, 0.8554], [-1.4814, -0.2996, 1.1993], [-0.5041, -0.2694, 0.0524], [-0.0285, 1.1109, -0.2342], [-1.0437, -0.7072, -1.2827], [0.0550, -0.9259, -2.1591], [-3.5000, -0.1549, 0.9779], [-2.8255, 1.2456, 1.4504], [-0.9955, 0.2356, 1.9428], [-1.7052, -1.3038, 1.5214], [0.3434, -0.7876, 0.1287], [-0.8111, 1.6910, -0.3598], [0.5891, 1.5258, 0.5559], [-1.7332, -0.0165, -1.8212], [-1.5209, -1.6943, -1.1522], [0.4181, -0.0352, -2.2912], [2.0982, 0.1049, 2.3196], [2.4421, -0.6866, 1.8816], [2.6916, 0.8855, 2.0689], [2.8095, 0.2637, -1.0030], [1.9956, 0.9060, -1.0581], [2.3928, -0.5680, -1.2679]], "e_homo_ev": -9.5, "e_above_lowest_kj_mol": 115.42, "gap_ev": 10.185, "lumo_energy_ev": 0.6899, "largest_force_ev_per_a": 4.901, "energy_ev": -12459.9617}